Record 1
Entry from OMol25: the molecule C2H2Cl2 in a non-equilibrium geometry (wB97M-V/def2-TZVPD).

- E_HOMO (eV) = -9.888
- LUMO energy (eV) = 0.3
- ΔE to the lowest compared entry with this formula, charge and spin (eV) = 1.509
- SMILES = C=C(Cl)Cl
- Kohn-Sham gap (Eh) = 0.376

Element x y z (Å)
C1 -0.3078 1.6906 -0.0313
C2 -0.0440 0.3807 -0.1308
Cl1 1.6363 -0.3638 0.0222
Cl2 -1.4488 -0.6263 0.0104
H1 -1.3359 2.0200 0.3523
H2 0.2583 2.3853 0.0642

***

Record 2
Entry from OMol25: a structure of composition C42H41ClFeO2P2 in a non-equilibrium geometry (wB97M-V/def2-TZVPD).

- E_HOMO (alpha / beta) (eV) = -5.189 / -7.036
- LUMO energy (alpha / beta) (eV) = -0.2 / -0.1
- 2S+1 = 5
- expectation value of S² = 6.0452
- Kohn-Sham gap (alpha / beta) (Eh) = 0.183 / 0.254

Element x y z (Å)
Fe1 -0.3209 0.7977 1.0101
C1 -1.4847 0.9181 -3.7875
C2 -1.5283 -0.4130 -3.6477
C3 -0.9144 -1.4057 -4.6020
C4 0.5345 -1.1159 -5.0776
C5 1.3921 -0.2027 -4.2254
C6 1.3688 1.1370 -4.2107
C7 0.4742 1.9944 -5.0714
C8 -1.0162 1.5820 -5.0573
C9 1.9164 0.2705 2.1051
H1 -1.8093 1.6086 -3.0120
H2 -2.1042 -0.8606 -2.8300
H3 -1.5431 -1.5269 -5.5021
H4 -0.9069 -2.3958 -4.1345
H5 1.0665 -2.0830 -5.1257
H6 0.5029 -0.7858 -6.1319
H7 2.1793 -0.7420 -3.6837
H8 2.1025 1.7015 -3.6190
H9 0.8236 2.0351 -6.1223
H10 0.5590 3.0284 -4.7079
H11 -1.6048 2.5051 -5.1868
H12 -1.2241 0.9858 -5.9609
H13 1.1911 1.0124 2.4761
H14 2.8887 0.5576 2.5684
H15 1.6694 -0.7233 2.4851
P1 -1.4360 -0.7432 -0.2942
P2 2.1545 0.1601 0.3063
C10 0.0277 -1.1358 -1.2513
C11 1.3038 -0.6732 -1.0511
C12 -2.3386 -2.2332 0.0671
C13 -2.7035 -3.1151 -0.9762
C14 -3.4219 -4.2784 -0.6708
C15 -3.7679 -4.5701 0.6596
C16 -3.3629 -3.7166 1.6959
C17 -2.6477 -2.5576 1.4023
C18 -2.5440 0.6998 -0.6259
C19 -2.0187 2.0319 -0.5935
C20 -2.9047 3.1210 -0.5880
C21 -4.2876 2.9245 -0.5899
C22 -4.8023 1.6254 -0.6277
C23 -3.9429 0.5201 -0.6453
C24 3.5738 -0.9975 0.3743
C25 3.3412 -2.2985 0.8590
C26 4.4288 -3.1045 1.2139
C27 5.7310 -2.6391 1.0008
C28 5.9477 -1.3963 0.3993
C29 4.8636 -0.5729 0.0720
C30 2.7095 1.8523 -0.0506
C31 2.7139 2.9370 0.8542
C32 3.0768 4.2166 0.4217
C33 3.3655 4.4471 -0.9262
C34 3.3646 3.3752 -1.8343
C35 3.1004 2.0777 -1.3750
H16 -0.1270 -1.8946 -2.0185
H17 2.0451 -1.0617 -1.7570
H18 -2.4367 -2.8860 -2.0119
H19 -3.7089 -4.9660 -1.4720
H20 -4.3511 -5.4685 0.8908
H21 -3.6030 -3.9592 2.7329
H22 -2.3127 -1.8824 2.1919
H23 -0.9191 2.2113 -0.5978
H24 -2.5132 4.1384 -0.5404
H25 -4.9611 3.7823 -0.5436
H26 -5.8762 1.4706 -0.6019
H27 -4.3558 -0.4904 -0.6192
H28 2.3137 -2.6577 0.9835
H29 4.2540 -4.0817 1.6682
H30 6.5765 -3.2468 1.3173
H31 6.9565 -1.0451 0.2028
H32 5.0168 0.4041 -0.3909
H33 2.4538 2.7773 1.8969
H34 3.1387 5.0327 1.1450
H35 3.6185 5.4555 -1.2670
H36 3.5920 3.5485 -2.8951
H37 3.1994 1.2220 -2.0580
Cl1 -2.4332 0.2989 9.7415
C36 -2.0209 0.1509 8.0876
C37 -1.3666 -0.9988 7.6264
C38 -1.0635 -1.1257 6.2670
C39 -1.3646 -0.1016 5.3521
C40 -1.9775 1.0642 5.8334
C41 -2.2877 1.1947 7.1927
C42 -0.9468 -0.2568 3.8808
O1 -0.4467 -1.3498 3.5427
O2 -1.1146 0.7616 3.0849
H38 -1.1295 -1.7866 8.3323
H39 -0.6001 -2.0465 5.9183
H40 -2.2266 1.8631 5.1417
H41 -2.7585 2.0935 7.5679

***

Record 3
Entry from OMol25: the molecule ClH2O3PS in a non-equilibrium geometry (wB97M-V/def2-TZVPD).

- E_HOMO (eV) = -8.997
- LUMO energy (eV) = 0.1
- ΔE to the lowest compared entry with this formula, charge and spin (eV) = 2.250
- SMILES = OO[P@@](O)(=S)Cl
- Kohn-Sham gap (Eh) = 0.334

Element x y z (Å)
O1 -1.3718 -0.9309 1.0119
O2 -0.3006 0.0773 1.0406
P1 0.7147 -0.0638 -0.2576
O3 -0.2638 0.2882 -1.4028
S1 2.1070 1.5732 0.0510
Cl1 1.2397 -1.9200 -0.4840
H1 -1.8669 -0.3736 1.6661
H2 -0.2584 1.3496 -1.6254

***

Record 4
Entry from OMol25: a structure of composition C16H31NOP2Sr in a non-equilibrium geometry (wB97M-V/def2-TZVPD).

- E_HOMO (alpha / beta) (eV) = -5.132 / -4.058
- LUMO energy (alpha / beta) (eV) = -0.3 / -0.5
- ΔE to the lowest compared entry with this formula, charge and spin (eV) = 3.835
- Kohn-Sham gap (alpha / beta) (Eh) = 0.179 / 0.130

Element x y z (Å)
P1 0.2079 -1.8589 -1.5146
P2 0.1812 2.1382 -1.0919
C1 0.0658 -0.3930 -2.6208
C2 0.8945 0.8522 -2.2467
H1 -0.9739 -0.1248 -2.8475
H2 0.4675 -0.7208 -3.5818
H3 1.8678 0.5461 -1.8326
H4 1.0733 1.4521 -3.1658
C3 -0.7271 3.1077 -2.3110
H5 -1.2113 3.9799 -1.8535
H6 -1.5618 2.4933 -2.6973
H7 -0.0738 3.3976 -3.1557
C4 1.5501 2.9596 -0.2567
H8 1.8079 3.8199 -0.8929
H9 2.4259 2.2985 -0.1527
H10 1.2527 3.3780 0.7177
C5 -0.9267 -3.0924 -2.1607
H11 -0.9883 -3.9057 -1.4244
H12 -0.6016 -3.5092 -3.1304
H13 -1.9265 -2.6501 -2.3014
C6 1.9380 -2.3574 -1.3397
H14 2.6235 -1.5107 -1.1819
H15 2.3193 -2.8843 -2.2348
H16 2.0337 -3.0276 -0.4712
Sr1 3.3744 -0.0721 2.0514
C7 -0.9724 1.8060 0.3199
C8 -2.3258 1.4839 -0.0285
C9 -2.6785 0.1350 -0.3738
C10 -2.7576 -0.7008 0.9386
C11 -1.7524 -1.7220 1.0001
C12 -0.5030 -1.6128 0.2649
C13 0.3546 -0.3885 0.7898
C14 -0.1894 0.9030 1.3364
C15 1.6880 -1.8450 3.1942
H17 -1.1075 2.7822 0.8173
H18 -3.1427 2.2159 0.2205
H19 -1.9886 -0.2852 -1.1192
H20 -3.6698 0.0922 -0.8952
H21 -2.7777 -0.0018 1.7760
H22 -3.7684 -1.1176 0.9329
H23 -1.9390 -2.5397 1.6860
H24 0.0154 -2.5930 0.4930
H25 1.0831 -0.1301 -0.0090
H26 0.8778 -0.8158 1.6968
H27 -0.7672 0.6592 2.2383
H28 0.6772 1.4922 1.6824
H29 2.3563 -2.3902 3.8476
H30 1.1449 -2.5901 2.6144
H31 0.9566 -1.2615 3.7525
O1 1.5958 1.4382 5.9566
C16 2.0401 1.3786 4.8506
N1 2.4578 1.2914 3.7136

***

Record 5
Entry from OMol25: the ion C7H10N3 with charge +1 in a non-equilibrium geometry (wB97M-V/def2-TZVPD).

- E_HOMO (alpha / beta) (eV) = -12.742 / -12.741
- LUMO energy (alpha / beta) (eV) = -5.4 / -5.4
- ΔE to the lowest compared entry with this formula, charge and spin (eV) = 2.489
- total charge = +1
- SMILES = C[C@H]1CC=[n+]2cc[nH]c2=N1
- Kohn-Sham gap (alpha / beta) (Eh) = 0.271 / 0.271

Element x y z (Å)
C1 -0.3717 -2.2184 0.6433
C2 -0.1895 -0.8847 1.3803
C3 1.2585 -0.3179 1.3455
C4 1.4583 0.1679 0.0149
N1 0.5158 0.8446 -0.5564
C5 0.4687 1.5076 -1.7998
C6 -0.8235 1.9223 -2.0110
N2 -1.5950 1.5763 -0.8536
C7 -0.9018 0.8328 -0.0283
N3 -1.2612 -0.0553 0.9619
H1 0.0167 -2.9373 1.3020
H2 -0.0926 -2.1284 -0.3257
H3 -1.4297 -2.3614 0.5803
H4 -0.4536 -1.1964 2.4187
H5 2.1359 -0.8857 1.4850
H6 1.3198 0.5114 2.1276
H7 2.3485 0.0329 -0.5623
H8 1.3596 1.7223 -2.4266
H9 -1.1968 2.3104 -2.9100
H10 -2.5665 1.5568 -0.7857

***

no.,M (g/mol),E_tot (eV)
1,96.94,-27149.0803
2,731.03,-113795.9245
3,148.51,-38819.8539
4,403.00,-40036.4163
5,136.18,-11882.5246